Entry 1:
DFT (the ωB97M-V functional and the def2-TZVPD basis) results for a 40-piece molecular cluster, H80O40 overall in a non-equilibrium geometry.

Computed properties:
Strongest force on any atom, eV/Å: 9.3
Charge: 0
E_LUMO, eV: -0.544
Frontier orbital gap, eV: 9.81
E_HOMO, eV: -10.35
Energy relative to the best compared isomer or geometry (same formula, charge and spin), eV: 13.530
Energy, a.u.: -3057.2601

CARTESIAN COORDINATES (ANGSTROEM)
H1 -3.09262 1.96623 -5.70830
H2 -2.13535 -2.28964 2.62666
O1 3.70165 0.38870 2.70603
O2 -3.22590 2.78687 -5.24897
O3 3.74254 -2.97229 -1.12562
O4 2.74125 -1.35034 -3.17060
H3 4.98185 3.40135 -3.32878
H4 -1.71892 0.90101 4.42957
O5 -2.05908 -1.40675 -0.05763
H5 0.06141 2.27344 -1.05139
O6 1.72727 -4.12819 -4.49396
H6 -2.93374 5.58149 2.06272
H7 1.43777 -2.66999 4.95246
H8 0.19104 -0.28601 -3.79605
H9 -2.46951 3.58142 3.33588
H10 4.50253 2.38581 -2.28095
H11 3.81897 1.08818 3.30972
O7 2.55389 3.33416 1.78535
H12 4.58189 0.55554 -1.26663
O8 -2.66965 2.59163 3.22331
O9 0.98838 -5.98264 -1.42411
H13 -1.93235 2.14015 2.83146
H14 1.79007 2.72832 1.68539
H15 4.50651 -3.01698 1.16606
H16 3.55486 -3.87572 4.06588
H17 1.39553 0.46817 -1.17348
H18 -1.49723 -0.50331 -0.30057
H19 -1.27810 2.31068 -0.31592
H20 2.64432 1.23560 -0.64920
O10 -4.54987 -3.26998 1.15827
O11 0.76265 -2.28288 5.52688
H21 -4.52380 -2.39127 -3.10011
H22 -4.69291 2.21125 0.20861
H23 6.03943 -0.11584 0.70843
H24 -1.18158 -5.25501 -0.86988
O12 -2.26025 0.83921 -2.18864
H25 -4.42867 3.41433 -2.64749
H26 4.16078 3.56162 1.01881
H27 -0.76645 -3.15806 -2.24027
O13 1.25805 -2.11451 2.10643
H28 2.67192 0.19217 2.91204
H29 -1.51759 -2.85550 -3.58671
H30 -2.50239 0.13914 -2.67131
O14 -1.56908 0.26375 5.03244
H31 -5.22280 -3.94195 1.25449
H32 3.27884 -2.48823 -1.91394
H33 -2.10064 -2.19703 -0.66748
H34 0.35818 -2.38928 2.19525
O15 1.98666 1.08608 0.25851
O16 -0.70922 -2.87004 -3.13081
O17 -1.18950 3.93150 -4.24035
H35 2.44498 3.94911 0.90699
H36 -4.57641 4.16653 1.93614
O18 1.84215 1.77613 -2.80816
O19 -4.58131 4.04460 2.79844
O20 5.60823 -0.89159 1.14630
O21 3.93055 -3.12185 2.03330
H37 -2.90135 3.49318 -0.85746
H38 0.95803 -0.60434 3.42459
O22 -4.20967 2.46211 -2.96174
H39 -4.05557 -1.40089 1.57114
H40 3.59384 -0.31325 -1.92431
H41 2.53014 2.43254 -2.67857
H42 0.01505 2.39325 1.65795
O23 -2.62151 -3.15061 2.69913
H43 4.36975 -3.55328 -1.54429
H44 5.42653 -0.19122 1.88270
H45 2.69488 1.03532 0.91676
H46 -0.14794 -0.33665 -5.21193
O24 0.85437 -0.21179 -1.71553
O25 5.04026 3.44528 0.58237
H47 1.46101 2.10788 -3.68694
O26 -4.15697 1.44002 -0.03011
H48 1.20759 -1.81220 6.16034
H49 -3.51185 -3.57392 -3.51135
O27 3.02171 -3.76299 4.93259
H50 -3.82582 0.05432 1.24974
O28 -1.81429 -4.79498 -0.48588
H51 -0.46225 3.90327 -4.81201
O29 -3.65055 3.97537 -0.55082
O30 0.41120 0.13942 -4.64658
O31 0.69697 -2.86938 -0.36546
O32 -3.80158 -0.46037 1.93881
H52 -2.02287 -0.15598 1.91409
O33 0.10323 2.59248 2.58338
O34 -0.60286 2.97182 -0.87992
H53 -0.73320 0.16402 1.09508
H54 0.97603 -3.56933 -4.27581
H55 -4.31427 3.05076 3.03584
H56 -1.43164 4.63950 -3.60953
H57 1.15003 -1.52775 1.19841
H58 -4.11897 2.40684 -3.91714
H59 1.44882 0.22770 4.63703
H60 -1.54156 6.00161 2.46093
O35 -3.56845 -2.65413 -3.04587
H61 1.27896 -3.20548 0.26611
O36 4.18453 3.03556 -3.00439
O37 3.71256 0.51853 -1.64437
H62 5.45553 3.01015 1.30495
H63 2.79504 -0.34542 -3.51224
H64 1.14668 -2.03988 -0.57809
H65 -2.25065 -0.37456 4.96754
H66 -3.58742 1.56969 -0.94108
H67 1.31312 -6.37485 -2.24120
H68 -3.22657 4.77099 -0.23146
H69 -2.26787 3.23322 -5.19874
H70 3.04016 -2.97030 1.77193
H71 0.29406 0.15121 -2.28081
H72 -2.27668 -5.43533 0.04473
H73 0.17193 1.91109 3.26014
H74 2.38979 -3.62298 -4.00207
O38 1.34669 0.26559 3.74758
H75 -3.95979 -3.66996 1.67176
H76 -2.68540 1.61214 -2.72062
O39 -2.14397 5.94774 1.75751
H77 2.98510 -2.82829 5.00847
H78 1.35479 -5.02869 -1.31088
O40 -1.14176 0.36389 1.96571
H79 1.85383 -1.60837 -3.48870
H80 -1.95347 -3.68483 2.89436

=====

Entry 2:
DFT (the ωB97M-V functional and the def2-TZVPD basis) results for a 2-piece molecular cluster, C6H11NO2 overall in a non-equilibrium geometry.

Computed properties:
SMILES: CC(=O)C(C)=O.[H]/N=C/C
Strongest force on any atom, eV/Å: 1.2
Charge: 0
E_LUMO, eV: -0.486
Frontier orbital gap, eV: 9.19
E_HOMO, eV: -9.67
Energy relative to the best compared isomer or geometry (same formula, charge and spin), eV: 1.774
Energy, a.u.: -440.4221

CARTESIAN COORDINATES (ANGSTROEM)
H1 0.43451 -0.28930 0.72936
H2 -1.67706 -2.36419 -0.07662
C1 -1.15779 -0.42299 -0.81451
C2 1.51817 -0.51511 0.61771
C3 -2.08487 -1.35683 -0.09552
H3 -3.02833 -1.37778 -0.64219
H4 2.20447 0.73168 2.18473
N1 2.02826 -0.90625 -0.44916
H5 1.94307 -0.94564 2.64494
O1 -1.96861 1.38812 0.52517
C4 -0.47534 1.98895 -1.25605
H6 0.55600 1.64627 -1.31810
H7 -0.88086 1.97200 -2.26683
C5 2.31609 -0.29916 1.85203
H8 3.36296 -0.51610 1.66297
C6 -1.27280 1.04976 -0.40330
H9 -0.52038 2.99836 -0.85781
H10 1.39271 -1.02487 -1.24178
H11 -2.28923 -0.99389 0.90831
O2 -0.40096 -0.76306 -1.70336

=====

Entry 3:
DFT (the ωB97M-V functional and the def2-TZVPD basis) results for C34H26F5IrN4O2S as an isolated structure in a non-equilibrium geometry.

Computed properties:
Strongest force on any atom, eV/Å: 1.0
Charge: 0
E_LUMO (alpha / beta), eV: -0.821 / -2.146
⟨S²⟩: 6.020
Frontier orbital gap (alpha / beta), eV: 6.22 / 6.05
E_HOMO (alpha / beta), eV: -7.04 / -8.20
Multiplicity: 5
Energy relative to the best compared isomer or geometry (same formula, charge and spin), eV: 0.778
Energy, a.u.: -2682.4968

CARTESIAN COORDINATES (ANGSTROEM)
H1 -1.10736 4.13700 -1.35105
H2 -2.04421 1.07996 -3.22260
H3 -3.77511 -3.46977 -0.29712
F1 6.15344 -0.34090 1.92499
C1 1.09087 0.42536 3.90238
C2 -1.66866 1.00921 -4.23877
N1 0.24240 0.09328 -2.23320
H4 3.28958 1.20350 -1.70991
C3 -4.47010 4.71323 0.38680
H5 -0.43234 2.45633 -6.09951
C4 -2.21013 -2.47778 -1.37834
H6 1.31173 -1.31693 2.66571
F2 2.83794 2.84401 1.01847
F3 2.03221 -1.72778 0.20199
H7 -0.33118 4.49843 2.35137
H8 -1.93472 6.44185 -0.97458
C5 2.34313 0.58666 0.57225
C6 0.70755 0.84764 -3.33277
C7 -0.49108 3.43723 2.16316
H9 -3.22353 -2.28451 1.85988
C8 -3.75387 5.79712 -0.00493
H10 -4.13316 6.79312 0.16426
C9 -0.20364 1.32501 -4.30564
C10 1.22501 -1.05746 3.72308
C11 -2.04754 4.32067 -0.85131
C12 0.26886 2.09810 -5.35472
H11 3.56731 2.09704 -4.65480
C13 1.61404 2.40419 -5.47689
C14 3.21685 1.55188 1.03537
N2 -0.87535 -1.00502 -0.10794
H12 2.79556 -0.42488 -2.16922
H13 2.30539 0.47632 5.65701
C15 1.65193 2.43843 5.11199
H14 -2.23085 1.69545 -4.87174
C16 -2.51258 5.58921 -0.64407
H15 -0.17352 3.22908 1.13570
O1 -0.38398 -1.72314 -3.49976
H16 0.89359 4.27114 4.29855
H17 -2.42948 -2.91260 -2.34317
H18 -4.51946 2.66023 0.48046
C17 -1.24611 -0.43236 2.19613
C18 -0.38753 -1.09410 -2.45678
C19 0.93880 3.19309 4.19445
C20 -1.16421 -1.57746 -1.26806
C21 -1.60470 -1.22994 0.97508
C22 3.11313 0.54110 -2.55740
Ir1 0.33002 0.85414 -0.17938
H19 -1.55779 3.21681 2.22971
C23 4.08823 -1.05087 1.05530
O2 -1.76566 -0.69494 3.27363
N3 -3.98574 3.46515 0.18202
N4 -0.35199 0.54922 1.94673
C24 -2.65853 -2.12690 0.95222
H20 4.05802 0.41936 -3.08600
F4 5.29397 2.23456 1.94254
C25 4.48657 1.26602 1.50255
C26 0.32392 1.18632 2.99840
C27 -2.95570 -2.76518 -0.24363
F5 4.51165 -2.31574 1.05571
H21 2.15897 2.92660 5.93432
C28 1.72914 1.06727 4.95468
S1 -2.33480 1.58587 -0.59043
H22 -1.85705 -0.00988 -4.58580
C29 4.92962 -0.04490 1.50313
C30 2.82000 -0.71636 0.62172
C31 2.50650 1.90084 -4.54995
C32 2.08187 1.11835 -3.48427
C33 -2.78916 3.19866 -0.42060
H23 0.33616 -1.55938 4.11038
H24 1.96346 3.00877 -6.30393
C34 0.28316 2.59327 3.13266
H25 -5.43700 4.78008 0.86335
H26 2.09909 -1.43380 4.25305

=====

Entry 4:
DFT (the ωB97M-V functional and the def2-TZVPD basis) results for one molecule with the formula C5H6FNO in a non-equilibrium geometry.

Computed properties:
Strongest force on any atom, eV/Å: 4.8
Charge: 0
E_LUMO (alpha / beta), eV: -1.632 / -1.563
Frontier orbital gap (alpha / beta), eV: 6.49 / 6.62
E_HOMO (alpha / beta), eV: -8.13 / -8.18
Energy relative to the best compared isomer or geometry (same formula, charge and spin), eV: 10.653
Energy, a.u.: -423.6280

CARTESIAN COORDINATES (ANGSTROEM)
H1 0.18083 3.29542 -0.94473
H2 1.12314 -2.69837 1.79311
C1 -0.30913 -1.15311 1.37655
H3 -0.26426 -2.12043 3.06176
H4 1.51418 2.13231 -1.43872
O1 0.43612 -0.69628 0.47820
H5 0.18762 2.57577 -2.67098
C2 -1.48826 0.78762 -1.35731
H6 -0.65532 -3.06995 1.63978
N1 0.63600 0.45198 -0.12522
C3 0.03621 -2.43969 2.03595
C4 0.49372 2.33074 -1.59668
F1 -1.71501 -0.52010 -1.25440
C5 -0.17585 1.12409 -0.99733